[1]
Molecular formula: C7H7F3NO3S
Method: DFT, ωB97M-V/def2-TZVPD

Geometry as ORCA input:
```
! RIJCOSX wB97M-V def2-TZVPD def2/J DEFGRID3
* xyz -1 1
C 0.49 2.24 0.91
C 1.61 1.34 0.89
C -0.75 1.72 0.85
C 1.53 0.04 0.51
C -0.91 0.20 0.80
C 0.32 -0.55 0.32
C 0.19 -0.21 -2.14
N -2.05 0.01 -0.03
O -1.33 -2.64 0.04
O 1.08 -3.07 -0.20
O 0.26 -2.34 1.99
F 0.07 1.14 -2.38
F 1.36 -0.60 -2.64
F -0.68 -0.92 -2.95
S 0.03 -2.42 0.53
H 0.76 3.23 0.90
H 2.68 1.71 0.94
H -1.61 2.38 0.82
H 2.35 -0.51 0.36
H -1.17 -0.31 1.71
H -2.07 0.54 -0.89
H -2.14 -0.99 -0.36
*
```

Properties
LUMO energy (spin up / spin down): 0.0891 / 0.0900 Ha



[2]
Molecular formula: C6H9BrClN3
Method: DFT, ωB97M-V/def2-TZVPD

Geometry as ORCA input:
```
! RIJCOSX wB97M-V def2-TZVPD def2/J DEFGRID3
* xyz 0 1
C 1.89 -0.03 1.19
C 1.87 -0.05 -1.20
C 2.61 0.50 -0.08
C -0.06 -0.13 0.00
C -2.13 -0.13 -1.18
C -2.03 -0.68 1.24
N 0.63 -0.32 1.18
N 0.61 -0.24 -1.24
N -1.35 -0.53 -0.01
Cl -0.17 2.09 -0.14
Br 4.53 0.27 0.00
H 2.48 -0.05 2.08
H 2.31 -0.33 -2.13
H 2.32 1.58 0.08
H -3.22 -0.14 -0.99
H -1.84 0.86 -1.25
H -1.68 -0.67 -2.02
H -2.86 -1.19 0.91
H -1.57 -1.13 2.09
H -2.32 0.32 1.49
*
```

Properties
LUMO energy: -0.0238 Ha



In order of appearance, energy = -1249.15012 -3432.43169 Eh.
In order of appearance, max |F| = 4.5 2.9 eV/Å.